17
Properties=species:S:1:pos:R:3 method="wB97M-V/def2-TZVPD" spin_multiplicity=1 de_lowest_kj_mol=473.29 smiles=NN[C@H](O)c1ccco1 energy_ha=-455.17822 homo_ev=-8.197 homo_lumo_gap_ev=9.02 total_charge=0
H 0.494 1.447 0.827
H 3.346 -1.021 -0.876
H -1.017 1.247 -1.119
O 0.301 -1.680 -0.056
C 1.569 -2.078 -0.174
C 2.292 -1.102 -0.872
N -0.515 1.031 1.148
H -2.365 -0.782 0.450
C 1.400 -0.152 -1.241
H -2.179 1.459 2.237
C 0.143 -0.557 -0.750
O -2.253 -0.188 -0.321
H 1.614 0.683 -1.737
H 1.771 -2.950 0.368
C -1.062 0.368 -0.432
H -2.066 2.369 0.885
N -1.474 1.904 1.663